# C15H28KN7O4SSbSe4

C15H28KN7O4SSbSe4 as an isolated structure at a distorted geometry (wB97M-V/def2-TZVPD, the Open Molecules 2025 dataset).

**Orbital gap**: 0.244 Eh
**LUMO**: 0.062 Ha
**Charge**: -1
**HOMO level**: -4.948 eV
**Total energy**: -329717.9480 eV
**Relative energy (zero: lowest compared OMol25 entry of this formula, charge and spin)**: 4.4 kcal per mole
**Largest force on an atom**: 1.14 eV/A

CARTESIAN COORDINATES (ANGSTROEM)
O 4.477 -3.876 0.651
N -0.606 0.757 -2.688
C -2.324 3.448 0.115
K -0.430 0.503 0.069
H -3.563 1.969 1.026
N -2.015 -1.491 0.796
C -3.253 -0.725 0.901
H 3.940 -4.616 -1.200
C 2.016 3.725 0.018
O 2.914 -2.895 -0.740
C -3.661 -0.055 -0.417
H -4.103 -1.338 1.237
H -2.679 2.477 -2.354
C -3.337 2.310 0.012
Se -0.500 -2.828 -2.312
H -0.018 0.083 -3.164
H -2.844 4.294 0.594
N 2.393 2.816 0.928
C 3.588 -2.915 2.750
H 4.306 -3.398 3.396
H 2.303 3.073 1.903
C -2.940 1.427 -2.204
H -0.461 3.829 0.875
Se 1.279 -6.204 -0.730
C 1.697 -1.703 1.027
N 1.810 4.985 0.549
O 0.083 -0.880 4.121
H 1.682 1.037 1.269
H 0.946 -1.309 0.364
Sb 1.007 -4.864 -2.647
C 2.698 -2.502 0.549
C 4.117 -3.656 -0.717
H 4.909 -3.069 -1.197
H -0.262 1.688 -2.891
H -3.524 -0.785 -1.218
H -3.968 1.311 -2.589
H 2.358 5.238 1.360
H -2.237 -0.484 -2.941
C 1.632 -1.494 2.416
C 2.559 -2.105 3.251
H -2.030 3.790 -0.881
H -2.208 0.823 -4.108
O 0.292 0.460 2.342
H -1.629 -1.690 1.714
H 2.448 -1.942 4.314
Se -1.360 -4.767 -3.516
N -1.111 3.056 0.814
Se 2.680 -4.506 -4.267
C 3.626 -3.094 1.392
C -2.002 0.578 -3.055
H -4.742 0.171 -0.388
S 1.745 3.456 -1.596
N 2.405 1.435 0.645
H -1.290 2.731 1.760
H 3.303 1.072 0.945
C 0.573 -0.576 3.037
H -2.138 -2.372 0.309
H 1.752 5.699 -0.157
H -4.288 2.714 -0.382
H -3.107 0.028 1.680
N -2.908 1.154 -0.768